1.
ORCA calculation (ωB97M-V/def2-TZVPD) on an isolated ion of composition C2H9N4O and charge +1.

Geometry as XYZ:
```
16
Properties=species:S:1:pos:R:3:nbo_charge:R:1
C -1.7880 -0.1027 0.3572 -0.48
N -0.4314 0.4161 0.4305 -0.19
O -0.1486 1.6256 -0.2486 -0.61
C 0.6204 -0.7561 -0.1645 0.61
N 0.1101 -2.0021 -0.1453 -0.79
N 1.8622 -0.4787 -0.1550 -0.38
N 2.2820 0.7946 0.1066 -0.53
H -2.5978 0.6072 0.7856 0.25
H -1.9849 -0.4679 -0.6423 0.20
H -1.7505 -0.9451 1.0979 0.23
H -0.9532 2.1178 -0.2663 0.50
H 0.3887 -2.7787 -0.7817 0.44
H -0.8157 -2.2069 0.0292 0.41
H 1.5614 1.3603 0.5778 0.46
H 3.2589 0.8661 0.5460 0.45
H 2.5172 1.3414 -0.8303 0.44
```

ΔE to the lowest compared entry with this formula, charge and spin (kcal/mol): 143.6
Total charge: +1
SMILES string: CN(O)/C(N)=N\[NH3+]


2.
ORCA calculation (ωB97M-V/def2-TZVPD) on a 12-piece molecular cluster, C32H64Cl16O12 overall.

Geometry as XYZ:
```
124
Properties=species:S:1:pos:R:3:lowdin_charge:R:1
C 1.7777 -1.3101 -2.8453 -0.06
C 1.4531 -2.5271 -3.7430 -0.15
O 2.5768 -3.5383 -3.6615 0.01
C 2.4520 -4.6087 -4.4463 -0.67
O 1.5357 -4.7740 -5.1545 0.16
O 3.4997 -5.3835 -4.1683 0.02
C 3.3892 -6.6358 -4.8646 -0.03
H 2.7053 -0.8864 -3.2017 0.08
H 1.7969 -1.6230 -1.8010 0.06
H 0.9852 -0.5992 -3.0502 0.06
H 1.3515 -2.1737 -4.7847 0.13
H 0.5586 -3.1207 -3.5059 0.06
H 2.8900 -6.4659 -5.8234 0.09
H 2.6719 -7.2633 -4.3480 0.08
H 4.3094 -7.0524 -5.2342 0.09
C -0.4474 -1.4022 0.2040 -0.06
C -1.4693 -1.1414 1.3242 -0.21
O -1.0228 -0.1395 2.2555 0.02
C -1.0510 1.1403 1.8544 -0.58
O -1.5236 1.5576 0.8264 0.10
O -0.4467 1.8758 2.8051 0.00
C -0.4161 3.2785 2.5826 -0.06
H 0.5793 -1.6394 0.5249 0.08
H -0.3338 -0.5492 -0.4656 0.06
H -0.7813 -2.2973 -0.3059 0.04
H -1.6573 -2.0473 1.9067 0.06
H -2.4642 -0.9042 0.9385 0.10
H 0.2646 3.4657 1.7613 0.06
H 0.0639 3.6669 3.4846 0.08
H -1.4113 3.7031 2.4485 0.05
C 5.7148 4.1918 -3.5184 -0.06
C 4.5442 3.1891 -3.4397 -0.17
O 4.2098 3.1221 -2.0142 0.04
C 3.0642 2.5047 -1.7976 -0.62
O 2.2742 2.1863 -2.6654 0.09
O 2.9438 2.3008 -0.4963 0.01
C 1.9188 1.3590 -0.0899 0.01
H 6.1411 4.0734 -4.4942 0.06
H 6.5195 3.9851 -2.7927 0.09
H 5.3371 5.2030 -3.4022 0.07
H 4.8314 2.1702 -3.7894 0.14
H 3.7272 3.6172 -3.9896 0.11
H 0.9331 1.8165 -0.2709 0.08
H 2.1562 1.1798 0.9501 0.11
H 1.9672 0.5376 -0.7794 0.07
C 0.8346 -6.0465 0.4446 -0.06
C 1.4663 -5.6489 -0.8144 -0.24
O 1.0915 -6.4947 -1.9080 0.06
C 1.7645 -7.6449 -1.9752 -0.56
O 1.6059 -8.4733 -2.8180 0.12
O 2.6738 -7.7872 -0.9175 -0.06
C 3.4778 -8.9182 -1.2075 -0.05
H 1.3252 -6.9478 0.8048 0.08
H -0.2183 -6.2638 0.1966 0.08
H 0.9021 -5.2563 1.1799 0.04
H 2.5462 -5.5203 -0.7501 0.14
H 1.0993 -4.6885 -1.1474 0.11
H 3.8686 -9.1860 -0.2280 0.10
H 4.2678 -8.6383 -1.9233 0.11
H 2.8830 -9.7494 -1.5984 0.10
Cl 0.6214 -3.4557 3.3544 0.57
C 1.0582 -2.1308 4.4697 -0.64
C 2.4927 -1.7800 4.5906 -0.66
Cl 3.5773 -3.0836 5.1574 0.55
H 0.5660 -2.3846 5.4064 0.08
H 0.3923 -1.3576 4.1154 0.05
H 2.5933 -0.9215 5.2247 0.07
H 2.9223 -1.3325 3.6870 0.08
Cl -5.1501 -0.5125 -0.6745 0.56
C -4.2418 0.9989 -0.9842 -0.63
C -4.8957 2.2176 -0.3057 -0.67
Cl -6.5131 2.6597 -0.9460 0.53
H -4.2110 1.1075 -2.0652 0.05
H -3.2531 0.8489 -0.5809 0.03
H -4.2151 3.0580 -0.5140 0.04
H -4.9679 2.1746 0.7944 0.05
Cl 0.6089 9.0689 2.6664 0.59
C 1.0571 8.9176 0.9629 -0.65
C 0.1047 7.9884 0.2250 -0.63
Cl 0.2583 6.2491 0.6973 0.54
H 2.0704 8.5710 0.9626 0.06
H 1.0422 9.8303 0.3716 0.08
H 0.2679 8.0839 -0.8618 0.08
H -0.9475 8.2424 0.3250 0.06
Cl 2.4783 3.7418 5.6241 0.56
C 2.8062 4.9794 4.4151 -0.67
C 1.7792 6.1217 4.4258 -0.67
Cl 1.9780 7.2740 5.8006 0.52
H 2.7697 4.5478 3.4134 0.07
H 3.8224 5.3953 4.5785 0.08
H 0.7873 5.7468 4.4427 0.01
H 1.8142 6.6298 3.4656 0.02
Cl -1.7603 0.8027 -3.9625 0.58
C -0.7358 2.1990 -3.7745 -0.69
C -0.8777 2.9813 -2.4551 -0.61
Cl -2.1890 4.2150 -2.5550 0.54
H -0.9016 2.7485 -4.7062 0.06
H 0.2990 1.8637 -3.9499 0.05
H 0.0431 3.4321 -2.1062 0.05
H -1.2124 2.3294 -1.6358 0.04
Cl -1.9927 -3.1275 -2.8321 0.59
C -3.6431 -3.6750 -2.3726 -0.62
C -3.8962 -3.7721 -0.8845 -0.65
Cl -3.2215 -5.2699 -0.1295 0.56
H -3.8092 -4.5736 -2.9529 0.07
H -4.3636 -2.9775 -2.8162 0.07
H -4.9699 -3.8261 -0.6971 0.07
H -3.3951 -2.9739 -0.3369 0.02
Cl -4.1003 4.5661 2.3394 0.59
C -4.3427 6.1569 3.1057 -0.65
C -2.9976 6.7633 3.4551 -0.66
Cl -2.2895 5.8547 4.8012 0.58
H -4.9267 6.0472 4.0216 0.07
H -4.8960 6.8076 2.4486 0.07
H -3.1056 7.7979 3.7840 0.08
H -2.3580 6.7639 2.5720 0.05
Cl -3.5113 -3.1953 3.7016 0.52
C -5.0683 -3.4581 2.7502 -0.59
C -5.4594 -4.8836 2.7936 -0.72
Cl -5.8848 -5.4831 4.3926 0.57
H -4.8418 -3.0852 1.7703 0.03
H -5.7504 -2.7420 3.1979 0.07
H -4.6899 -5.5275 2.3988 0.03
H -6.3315 -5.0315 2.1296 0.09
```

Total charge: 0
SMILES string: CCOC(=O)OC.CCOC(=O)OC.CCOC(=O)OC.CCOC(=O)OC.ClCCCl.ClCCCl.ClCCCl.ClCCCl.ClCCCl.ClCCCl.ClCCCl.ClCCCl


In order of appearance, E_LUMO = -0.12432; 0.00241 Eh.
In order of appearance, F_max = 0.09369; 0.06586 hartree/bohr.